1.
Here is 3 unconnected molecules or ions with the total composition C6H15NO2 from the OMol25 dataset. Energies are from ωB97M-V/def2-TZVPD.

- HOMO level (alpha / beta): -0.274 / -0.274 Eh
- Gap between HOMO and LUMO (alpha / beta): 8.3 / 8.3 eV
- Energy above the lowest of the compared OMol25 structures with the same formula, charge and spin: 173.3 kcal per mole
- Strongest force on any atom: 2.64 eV/Å

Structure (XYZ):
```
24
C6H15NO2 (ωB97M-V/def2-TZVPD)
C -1.36436 -0.38792 0.58538
C -1.13565 -1.60660 -0.26158
C -1.81526 0.83654 -0.02813
C 0.65075 -0.00953 1.52889
O -1.95082 -0.62858 1.80445
H -1.47111 -1.33410 2.26507
H -2.09190 -2.06482 -0.53925
H -0.55857 -2.36351 0.27842
H -0.60180 -1.33444 -1.16923
H -1.93736 0.78502 -1.10683
H -2.68683 1.27253 0.45317
H -0.94802 1.65270 -0.00313
H 1.70291 0.23082 1.58880
H 0.61943 -1.07855 1.73680
H 0.10546 0.65014 2.19532
C 2.15769 -0.74222 -1.40733
C 0.59410 2.22153 -0.52862
O 1.19917 0.30131 -1.47834
N 1.35303 1.15650 -0.37219
H 3.17425 -0.34202 -1.37305
H 2.01635 -1.33965 -2.30753
H 1.98888 -1.37248 -0.52915
H 0.22619 2.48147 -1.51536
H 0.77348 3.01587 0.18343
```



2.
Here is 2 unconnected molecules or ions with the total composition C6H15NO2S from the OMol25 dataset. Energies are from ωB97M-V/def2-TZVPD.

- HOMO level: -0.365 Eh
- Gap between HOMO and LUMO: 10.1 eV
- SMILES string: CC(C)C[C@H](N)C(=O)O.S
- Energy above the lowest of the compared OMol25 structures with the same formula, charge and spin: 0.0 kcal per mole
- Strongest force on any atom: 0.49 eV/Å

Structure (XYZ):
```
25
C6H15NO2S (ωB97M-V/def2-TZVPD)
C -0.44225 -1.24996 0.17758
C -1.10141 -2.64092 0.21818
C -1.46189 -0.18540 -0.22822
C -0.94581 1.25771 -0.18044
C -2.02117 2.21114 -0.70411
C -0.50648 1.66929 1.22633
H 0.55128 -1.07505 -1.61567
H 1.47087 -0.65835 -0.33255
H -0.11607 -1.06643 1.21004
H -2.33825 -0.29331 0.42090
H -1.81035 -0.41219 -1.24735
H -0.07456 1.33557 -0.84791
H -1.66002 3.24448 -0.71648
H -2.32892 1.94767 -1.72282
H -2.91341 2.17506 -0.06691
H 0.33304 1.06871 1.59614
H -0.19027 2.71643 1.24405
H -1.33436 1.55680 1.93837
H 0.53509 -3.19249 -0.45759
H 5.39050 -0.87957 -0.32188
H 6.11860 0.68203 0.59124
N 0.76727 -1.31559 -0.65037
O -2.22942 -2.82078 0.60169
O -0.29855 -3.63194 -0.17651
S 6.60655 -0.44287 0.04427
```



3.
Here is a gas-phase ion, C6H15NO3P (charge -1) from the OMol25 dataset. Energies are from ωB97M-V/def2-TZVPD.

- HOMO level: -0.157 Eh
- Gap between HOMO and LUMO: 7.9 eV
- Net charge: -1
- SMILES string: CO[P@](=O)([O-])N(C)C(C)(C)C
- Energy above the lowest of the compared OMol25 structures with the same formula, charge and spin: 31.7 kcal per mole
- Strongest force on any atom: 4.83 eV/Å

Structure (XYZ):
```
26
C6H15NO3P (ωB97M-V/def2-TZVPD)
C -2.37592 0.29801 0.24211
C -0.74079 -0.03594 -1.63031
C -1.10521 -1.86297 -0.09844
C -0.09011 0.49740 1.94941
C 2.62727 1.59059 -0.61428
C -1.06690 -0.33706 -0.23542
N 0.00230 0.40093 0.47991
O 2.04698 -1.56641 1.39156
O 1.93997 -1.17487 -1.20435
O 2.79993 0.64792 0.36517
P 1.85033 -0.70641 0.19913
H -2.54838 -0.21887 1.24245
H -2.31884 1.46586 0.37239
H -3.26220 0.23281 -0.43462
H 0.26690 -0.47793 -1.87134
H -0.76856 1.10438 -1.74043
H -1.57291 -0.42774 -2.48524
H -0.04757 -2.24892 0.03659
H -1.60014 -2.10637 0.78895
H -1.51022 -2.37563 -0.93705
H 0.80842 0.87625 2.20073
H -0.91737 1.17740 2.22149
H -0.28056 -0.43479 2.28735
H 1.91724 1.34011 -1.46077
H 3.56506 1.90684 -1.13738
H 2.38127 2.43541 0.07238
```



4.
Here is 3 unconnected molecules or ions with the total composition C6H15NO3P from the OMol25 dataset. Energies are from ωB97M-V/def2-TZVPD.

- HOMO level: -0.125 Eh
- Gap between HOMO and LUMO: 6.6 eV
- Net charge: -1
- Energy above the lowest of the compared OMol25 structures with the same formula, charge and spin: 46.4 kcal per mole
- Strongest force on any atom: 1.17 eV/Å

Structure (XYZ):
```
26
C6H15NO3P (ωB97M-V/def2-TZVPD)
N -0.38652 -1.78362 0.47107
P 1.09834 -2.16998 0.08663
O 1.43825 -2.35100 -1.36540
H -0.36954 -0.89166 0.95416
H 1.96598 -1.18203 0.64000
H 1.41345 -3.38538 0.75240
C -3.62893 -0.16728 4.27830
C -2.67240 -0.17788 3.10063
O -1.48403 -0.27028 3.25128
C -3.28150 -0.09065 1.72106
H -3.06369 -0.24423 5.20447
H -4.20525 0.75976 4.28378
H -4.31924 -1.00956 4.20754
H -3.83827 0.84399 1.61428
H -3.96247 -0.92824 1.56180
H -2.49001 -0.13802 0.97622
C 1.87115 0.41597 -3.36329
C 2.46818 1.64088 -2.72318
O 1.90239 2.27870 -1.86836
C 3.84211 2.05319 -3.21552
H 0.89941 0.20130 -2.92742
H 1.75690 0.58825 -4.43725
H 2.51426 -0.44870 -3.19389
H 3.80788 2.26161 -4.28638
H 4.55680 1.24857 -3.03739
H 4.16676 2.94630 -2.68553
```



> Among the records above, which one has the lowest energy above the lowest of the compared OMol25 structures with the same formula, charge and spin?

C6H15NO2S